# 1
This record from the OMol25 dataset describes a single C6H12O molecule. The level of theory is ωB97M-V/def2-TZVPD.

Results
energy relative to the best compared isomer or geometry (same formula, charge and spin)	20.63	kcal per mole
HOMO	-9.9	eV
structure (SMILES)	CC1(C)OC1(C)C
LUMO energy	1.00	eV

```
19
Properties=species:S:1:pos:R:3:forces:R:3
H 1.2969 0.3959 2.1302 -0.14 0.03 -0.06
H -1.6135 -2.3030 -0.0756 0.12 0.10 0.03
H -0.8814 -1.7074 1.4210 0.02 0.00 -0.17
C -0.4505 -0.5137 -0.3561 0.08 -0.26 -0.10
H 1.8176 1.9300 0.2286 -0.11 -0.03 -0.06
H 1.2388 1.3927 -1.3493 -0.08 0.05 0.12
H 0.1036 1.7032 2.2319 0.05 -0.13 -0.05
C -0.2306 -0.6832 -1.8466 0.01 0.04 -0.02
C 0.9186 1.7110 -0.3552 -0.01 0.00 -0.05
C 0.2738 0.6844 1.8633 -0.02 -0.05 0.02
C 0.0736 0.6697 0.3613 0.23 0.07 0.10
H -0.2688 0.2794 -2.3600 0.03 -0.14 0.07
H 0.1234 -2.5076 0.1978 -0.12 0.10 0.02
O -1.3008 0.5872 -0.0293 -0.21 0.08 -0.02
H -1.0278 -1.3102 -2.2624 0.12 0.07 0.08
C -0.7225 -1.8258 0.3482 -0.01 -0.01 0.07
H -0.4290 0.0266 2.3781 0.12 0.11 -0.10
H 0.7281 -1.1688 -2.0632 -0.12 0.06 0.06
H 0.3503 2.6398 -0.4626 0.05 -0.08 0.05
```
Positions in Å, forces in eV/Å.

Löwdin population analysis, charges in e, atoms 1 to 5: 0.09 0.09 0.07 -0.48 0.08

***

# 2
This record from the OMol25 dataset describes a molecular structure, C59H57ClIN13O5PSn. The level of theory is ωB97M-V/def2-TZVPD.

Results
net charge	+3
energy relative to the best compared isomer or geometry (same formula, charge and spin)	19.94	kcal per mole
HOMO (alpha / beta)	-12.7 / -12.7	eV
LUMO energy (alpha / beta)	-8.65 / -8.91	eV

```
138
Properties=species:S:1:pos:R:3:forces:R:3
H -4.4091 -2.2467 4.4826 0.01 0.07 -0.02
C 4.1455 2.5173 2.3653 -0.03 0.01 -0.03
H -10.0984 -5.9970 4.5796 0.04 0.01 -0.05
C 0.8664 3.0615 5.3506 -0.05 0.06 0.33
C -2.2094 6.8826 1.0327 -0.10 -0.07 -0.09
H 7.3733 -6.2892 -0.1108 0.00 -0.06 0.04
Sn -0.3118 -0.7942 -0.1106 -0.06 0.25 -0.64
H 6.3560 -4.6108 -0.4470 -0.04 -0.01 -0.04
H 6.3787 -4.6157 -4.9278 0.00 0.01 0.04
C 5.4243 -2.8288 -4.2362 0.03 -0.06 -0.02
C 1.8706 6.7357 3.6190 0.09 0.00 0.07
H -12.6903 -7.1557 1.1508 0.00 0.03 -0.01
O 2.8322 0.3171 3.7749 -0.04 -0.05 0.06
H 3.4830 -0.3498 0.3001 -0.03 -0.04 0.12
H 4.8948 -6.7014 -1.0156 -0.05 -0.06 0.00
H 0.4693 4.0445 5.1416 -0.02 0.00 0.05
C -9.9314 -6.4885 1.2357 0.05 0.00 -0.15
H 3.0322 -5.3181 1.7633 -0.08 0.04 0.09
H 4.3055 -1.2145 -3.3952 0.04 -0.04 0.04
C -3.6565 -2.7733 -2.6709 -0.07 -0.01 -0.02
C 4.9873 -5.0053 -3.3313 0.06 -0.03 -0.11
C -0.1773 6.7162 2.3263 0.03 -0.10 0.01
N 0.4812 -2.6776 -2.3478 0.56 0.22 -0.26
H 1.1183 0.8418 -4.8153 0.03 0.01 -0.13
H 2.3639 -0.4491 6.2557 0.02 0.07 -0.07
H 2.8111 4.8310 3.8785 0.03 0.00 -0.02
H -7.9902 -4.8235 4.1303 -0.07 -0.04 -0.03
O 5.5901 -4.2534 0.0170 0.07 0.03 0.02
H 0.6871 8.4609 3.2386 -0.01 -0.06 -0.01
H 4.4974 -7.9499 1.6344 0.03 0.01 0.05
I -1.0888 2.7944 0.4221 0.29 0.21 0.42
C 4.4931 -2.2826 -3.3720 -0.11 0.09 0.09
H -3.7612 -2.9706 -3.7295 0.04 0.03 0.04
C 1.8902 0.9310 4.6238 0.02 0.01 -0.09
H 2.5369 -4.7620 -0.9852 -0.04 -0.08 -0.08
H 1.2681 -3.8782 0.6470 0.13 0.04 0.08
H 1.8706 2.7708 -0.1524 0.06 -0.01 0.02
C 5.3006 2.4573 1.6014 0.01 -0.01 0.03
H 4.3536 -4.4070 2.5257 -0.04 0.02 0.05
C 2.9060 2.6291 1.7309 -0.17 -0.23 -0.04
C 1.9742 5.3517 3.4295 -0.01 0.01 -0.08
N -2.4866 -1.5914 -0.9391 0.27 -0.34 -0.05
O 0.0287 -3.0003 -1.2357 -0.51 0.20 0.26
H 5.1744 -6.0748 -3.3476 0.01 0.07 0.01
C -6.8047 -4.4829 1.6697 0.01 0.06 -0.01
H 7.5370 -5.8885 2.7752 -0.05 0.00 0.02
C 3.2966 -5.3633 -1.4823 0.14 -0.08 -0.02
C 3.8172 -3.1108 -2.4873 0.01 0.09 0.02
H -6.2692 -3.7388 3.5800 -0.04 -0.01 0.03
N 3.2931 -3.3722 1.0997 -0.05 -0.14 0.18
H 6.9688 -4.4142 1.9905 0.02 -0.04 0.02
H 1.4574 1.0068 8.0261 -0.02 0.05 -0.03
H -8.3660 -5.7596 -0.0365 -0.05 -0.04 0.02
H 1.7112 -1.1950 -5.6004 0.04 0.07 0.02
C 3.8634 -4.6408 1.5866 0.23 0.21 -0.30
C -3.1011 -1.8324 1.3726 -0.02 -0.11 0.00
C 5.6695 -4.1927 -4.2281 0.01 -0.11 0.01
H -2.8235 5.0606 0.0662 0.01 0.02 0.02
C 0.9367 -0.8740 -3.7411 0.08 -0.02 -0.28
C -0.0596 5.3091 2.0808 -0.10 0.15 -0.04
H 6.3440 -7.7329 -0.0383 0.03 0.03 0.00
H -11.6849 -8.6093 1.4048 0.01 -0.02 0.02
C 5.8358 -6.2194 1.4739 0.06 0.01 0.12
H 2.7569 -6.1114 -2.0686 -0.05 0.02 0.00
H 6.1376 2.4796 -0.3731 -0.03 0.00 0.02
H 1.3763 -0.9814 4.1548 0.12 0.02 0.07
C 4.8771 -5.3165 0.6192 -0.25 -0.05 0.00
H 7.5736 -7.4597 1.1790 -0.01 0.02 -0.02
C -8.0256 -5.2113 1.9965 0.08 0.08 0.03
N 1.9446 -1.8693 0.2901 -0.19 -0.07 0.51
H 1.6035 -2.5852 -4.5561 0.08 -0.03 -0.07
C -12.2988 -7.8517 1.8934 0.06 0.06 0.03
H 0.7691 2.0616 -2.8074 0.06 0.01 0.06
H 6.0846 -5.1082 3.3598 0.02 0.00 -0.06
N 4.0292 -2.2403 1.0263 -0.14 -0.07 -0.08
C 1.4670 2.3323 4.3097 -0.19 -0.37 -0.58
C 4.1443 -6.1404 -0.4588 0.03 0.21 -0.05
C -1.2580 7.4672 1.8046 0.02 0.09 -0.01
H 3.0841 -2.6805 -1.8111 0.15 0.00 -0.01
C -1.0606 4.7695 1.2216 -0.16 -0.21 -0.23
C -10.4173 -6.5488 2.5410 -0.07 -0.04 -0.07
H -1.1211 0.1176 3.0884 0.08 -0.05 -0.01
H 4.2135 2.4860 3.4450 0.01 0.01 -0.03
H 0.4808 3.2227 7.4308 0.00 -0.03 -0.04
H 3.4962 -6.8711 0.0307 0.07 -0.05 -0.03
Cl 6.2782 -1.8006 -5.3384 -0.02 0.02 -0.03
C -9.7006 -5.9379 3.5742 0.04 0.04 0.16
C 2.0483 -3.1326 0.6956 0.30 -0.06 -0.14
C 4.0604 -4.4769 -2.4396 -0.12 -0.05 0.05
C -2.6838 -1.8832 -2.2188 0.02 0.24 0.03
N 1.4432 -0.0798 3.6692 -0.14 0.11 -0.18
N 0.5112 -1.3333 -2.5442 -0.22 -0.52 0.19
C -8.5235 -5.2826 3.3030 0.05 0.03 0.05
N -6.0631 -3.7902 2.5985 0.03 -0.01 0.10
C -2.0920 5.5146 0.7208 0.02 0.12 0.10
C 1.4352 1.3166 6.9894 -0.03 0.01 0.17
C 2.8331 2.6732 0.3377 0.06 0.02 -0.04
H -2.0496 -1.3673 -2.9283 0.08 -0.05 0.00
C -2.7695 -0.9852 3.9519 0.00 -0.01 -0.05
C 6.6467 -5.3476 2.4528 -0.02 0.01 0.00
N -6.2830 -4.3540 0.4628 0.08 0.01 -0.03
C -3.7736 -1.8809 3.6848 0.02 0.00 0.01
C -5.0195 -3.1900 1.9375 -0.05 0.04 0.14
C 0.8021 7.3929 3.0901 -0.05 0.06 0.00
H 2.6257 7.2632 4.1880 -0.04 -0.04 -0.03
C -8.7465 -5.8224 0.9750 0.01 0.00 -0.06
C 5.2292 2.5146 0.2150 0.02 -0.03 -0.01
H 6.2616 2.3702 2.0928 -0.04 0.02 -0.03
C 3.1949 -1.3661 0.5305 -0.07 0.19 0.00
N 0.8013 0.4461 -3.9448 0.04 -0.01 0.13
C 1.0395 4.6398 2.7035 -0.02 -0.07 -0.16
C -5.1894 -3.5593 0.6236 -0.08 -0.10 -0.18
O 0.8917 -3.4993 -3.1349 -0.38 -0.13 0.23
C -1.9297 -0.5825 2.9083 0.18 0.11 0.16
C 6.8270 -6.9608 0.5609 -0.04 0.03 0.00
H 5.7606 -7.8728 2.8539 -0.04 0.03 0.00
C -4.4740 -3.3764 -1.7499 -0.03 -0.04 0.03
H -1.3030 8.5272 2.0244 0.01 -0.05 0.02
H 3.9420 2.6728 -1.4970 0.03 0.03 0.02
P 1.3661 2.8582 2.6498 0.36 0.32 0.52
H -10.4756 -6.9496 0.4232 0.06 0.04 0.03
C 1.9334 0.5223 6.0350 0.09 -0.08 0.02
N 0.1793 1.2629 -3.0020 -0.17 0.03 0.07
H -0.7020 1.5979 -3.3762 -0.02 0.05 0.00
O -11.5538 -7.1600 2.8977 -0.01 -0.07 -0.04
H -5.2406 -4.0876 -2.0344 0.00 0.08 0.00
C -4.3193 -3.0570 -0.3927 -0.08 -0.02 -0.06
H -3.0386 7.4506 0.6311 0.05 -0.01 0.03
C 5.0567 -7.2682 2.2786 -0.01 -0.03 -0.05
N 1.4552 -1.6004 -4.7147 -0.07 0.10 -0.07
H -2.6084 -0.6027 4.9508 -0.01 -0.01 -0.03
C 3.9972 2.6243 -0.4167 -0.09 -0.05 0.06
C 0.8740 2.5928 6.6416 0.01 0.08 -0.23
N -2.0656 -1.0159 1.6684 -0.06 -0.26 0.04
H -13.1207 -8.3306 2.4116 -0.04 0.00 0.03
C -3.9804 -2.3181 2.3643 -0.08 -0.01 0.03
C -3.2950 -2.1762 -0.0171 0.02 -0.02 -0.13
H 4.3636 -6.8162 2.9943 0.05 -0.03 -0.03
```
Positions in Å, forces in eV/Å.

Löwdin population analysis, charges in e, atoms 1 to 5: 0.13 -0.07 0.13 -0.06 -0.04

***

# 3
This record from the OMol25 dataset describes a molecular structure, C35H49As3BMnN4P. The level of theory is ωB97M-V/def2-TZVPD.

Results
<S²>	8.76
energy relative to the best compared isomer or geometry (same formula, charge and spin)	0.00	kcal per mole
2S+1	6
HOMO (alpha / beta)	-7.7 / -8.0	eV
LUMO energy (alpha / beta)	0.66 / 0.63	eV

```
94
Properties=species:S:1:pos:R:3:forces:R:3
H 0.8933 -6.0537 -1.4933 0.00 0.00 0.00
H -3.1511 -5.3817 -4.2508 0.00 0.00 0.00
H -0.4207 5.8315 -0.1938 0.00 0.00 0.01
H -2.3446 3.6106 -1.8465 0.01 0.01 0.00
H -2.1511 -1.2094 2.7268 0.00 0.00 -0.01
H -4.7612 3.2820 -0.7910 0.00 0.00 0.00
H -4.1359 -0.4059 1.3462 0.00 0.00 0.00
H 3.7381 -3.9355 1.9559 0.00 0.00 0.00
C -1.8819 -4.5317 2.1882 0.01 0.01 -0.03
H -1.6189 3.7160 1.4075 -0.01 0.01 0.00
C -5.0455 1.4682 0.5026 0.00 0.00 -0.01
H 0.9506 2.7858 -1.9082 0.00 0.00 0.00
H -1.9886 0.6903 4.1419 0.00 0.00 -0.01
H 3.9111 2.6196 2.9781 0.00 0.00 0.00
C 1.1868 2.4558 2.7698 -0.03 -0.01 0.04
H 0.9817 6.2550 -1.1958 0.00 0.00 0.00
H -1.2410 0.3561 -5.5164 0.00 0.00 0.00
P -0.0207 -3.1715 -1.2114 -0.08 0.07 0.06
H 0.2612 7.0602 2.8150 0.00 0.00 0.01
H -0.3443 0.0516 4.2934 -0.01 0.00 0.01
C 3.9341 -4.1656 -1.4135 -0.01 0.00 -0.01
H 2.6238 -0.9878 -2.0076 -0.01 0.00 -0.01
C 1.6678 1.9774 -2.0238 0.02 -0.02 0.01
H 0.9416 3.3269 3.3830 0.00 0.00 -0.01
H -2.1284 -5.4773 2.6550 0.00 0.00 0.00
C -1.6597 -6.7790 -3.5935 -0.01 0.01 -0.01
H -0.4926 5.4987 2.4466 0.00 -0.01 -0.01
C -1.0011 -0.2924 -3.4010 0.02 0.04 0.01
H 0.2882 7.4617 -0.1070 0.00 0.00 -0.01
H 1.4050 1.4065 -2.9154 0.00 0.00 0.00
C -1.7278 -4.4698 -2.9343 0.00 -0.02 0.00
C -1.7715 3.0961 2.2892 0.02 0.02 0.02
H 2.1706 3.8773 -0.2165 0.00 0.02 0.01
C -1.7365 1.7243 -3.8497 -0.01 0.02 0.01
C 0.4489 5.9960 2.6686 0.01 0.02 0.00
H 2.6771 2.3768 -2.1316 0.00 0.00 -0.01
H -0.7095 1.7144 4.8239 0.01 0.01 -0.01
C -1.2594 -2.0466 0.9482 0.04 0.01 -0.05
H -2.2021 -3.4951 -2.9826 0.01 0.01 0.00
H 0.8659 5.5998 3.5940 0.00 0.00 0.00
H -2.0720 -7.6073 -4.1553 0.00 0.00 0.00
C -1.3089 0.5598 -4.4622 -0.01 -0.03 -0.02
As 1.5766 0.7485 -0.5100 0.03 0.01 0.00
N -1.6745 1.5576 -2.5237 0.04 0.01 0.03
C 1.6067 3.9106 0.7203 -0.01 0.00 0.00
C -0.5892 -4.6416 -2.1460 -0.02 -0.01 -0.01
H 1.3806 -3.4846 1.3987 0.00 0.00 -0.01
C -0.9309 0.9449 4.0833 0.01 0.00 -0.01
C -0.5230 -6.9599 -2.8191 0.02 0.01 0.01
N -2.9401 0.8088 0.1364 0.02 -0.10 0.01
As -0.5240 1.5933 2.2815 -0.02 -0.07 -0.05
H 4.1581 3.7916 1.6745 0.00 0.00 0.00
C 2.9721 -0.4746 -1.1128 -0.01 0.05 0.00
H 0.5707 3.6738 0.4603 -0.01 0.00 0.00
H 4.6463 -4.3578 -2.2060 0.00 0.00 0.00
B -2.0042 2.5551 -1.3779 0.00 0.00 -0.07
C 3.4251 -3.9272 0.9192 -0.01 0.01 0.00
C -0.9412 -3.2817 0.3579 0.03 -0.03 -0.02
H 2.9570 0.8297 1.5581 0.00 0.00 0.01
H 3.1684 4.2188 3.0715 0.00 0.00 0.00
C 0.0080 -5.8990 -2.0978 -0.01 -0.02 0.00
H -0.0475 -7.9315 -2.7706 0.00 0.00 -0.01
C 2.6781 1.6344 0.8692 0.01 -0.03 -0.06
Mn -0.9840 -0.1987 -0.0859 -0.06 0.09 0.05
H -1.0223 2.6358 -0.6639 0.00 -0.01 0.01
H -0.9982 -5.4368 0.4623 0.00 0.01 -0.01
C -2.2647 -5.5307 -3.6475 0.00 -0.01 0.00
C -4.4089 2.3755 -0.3283 0.01 -0.05 0.01
N -3.1536 1.9562 -0.5309 -0.04 0.06 0.04
C 2.1864 2.8539 1.6746 0.04 0.03 -0.01
H -2.7830 2.6900 2.2485 0.00 -0.02 -0.01
H 2.3012 -3.8840 -2.7655 -0.01 0.00 0.00
C -1.2491 -4.5046 0.9570 -0.02 -0.01 0.02
C 4.3469 -4.1739 -0.0859 0.01 0.00 0.00
C 1.6719 -3.6592 -0.7203 0.03 -0.02 -0.02
C 0.5091 6.4014 -0.2248 0.01 0.01 0.00
As 1.7381 5.8310 1.1955 -0.02 -0.03 -0.02
C -2.1930 -3.3308 2.8167 0.00 0.00 0.01
H 3.1879 -1.2220 -0.3510 -0.01 0.00 0.01
C 2.0937 -3.6743 0.6058 0.01 -0.01 0.01
C -1.8839 -2.1244 2.2043 -0.02 0.00 0.02
C 2.6109 -3.9022 -1.7256 0.04 0.00 0.02
H -2.6838 -3.3399 3.7836 0.00 0.00 0.00
H -6.0604 1.5003 0.8577 0.00 0.00 0.00
C 3.4303 3.4054 2.3911 0.00 0.00 0.01
H -0.6296 -1.3043 -3.4098 0.00 0.00 0.00
N -1.2186 0.3201 -2.2370 -0.02 -0.04 -0.02
C -4.0754 0.4961 0.7576 -0.01 0.06 0.01
H 3.5927 1.9210 0.3396 0.00 0.00 0.01
H -1.6571 3.6925 3.1946 0.01 -0.01 0.00
H 1.6754 1.7357 3.4346 -0.02 -0.01 0.00
H -2.0806 2.6576 -4.2629 0.00 0.00 0.00
H 5.3817 -4.3737 0.1612 0.00 0.00 0.00
H 3.8761 0.0899 -1.3455 0.00 -0.01 0.00
```
Positions in Å, forces in eV/Å.

Löwdin population analysis, charges in e, atoms 1 to 5: 0.10 0.10 0.02 0.08 0.05

***

| no. | E_tot (eV) |
| --- | --- |
| 1 | -8463.45931 |
| 2 | -127433.83604 |
| 3 | -266853.22715 |